{"formula": "C3H2FNO", "method": "wB97M-V/def2-TZVPD", "elements": ["F", "C", "N", "C", "C", "O", "H", "H"], "positions_angstrom": [[-0.28391, 1.09191, -1.57350], [-0.03304, 0.29789, -0.58400], [1.08288, -0.28968, -0.29214], [0.89165, -0.81295, 0.97388], [-0.43869, -0.62059, 1.28738], [-1.01552, 0.15138, 0.32099], [1.67678, -1.33118, 1.45396], [-1.09704, -0.86542, 2.12109]], "homo_lumo_gap_ev": 10.4, "lumo_ev": 1.0, "e_above_lowest_kj_mol": 0.00, "max_force_ha_per_bohr": 0.057, "smiles": "Fc1ncco1", "total_charge": 0, "homo_ha": -0.348}

=====

{"formula": "C8H34O9", "method": "wB97M-V/def2-TZVPD", "elements": ["C", "C", "O", "H", "H", "H", "H", "H", "H", "O", "H", "H", "O", "H", "H", "O", "H", "H", "O", "H", "H", "O", "H", "H", "O", "H", "H", "C", "C", "C", "O", "H", "H", "H", "H", "H", "H", "H", "H", "C", "C", "C", "O", "H", "H", "H", "H", "H", "H", "H", "H"], "positions_angstrom": [[-6.89538, -22.50439, -19.96078], [-5.52666, -23.27330, -20.00520], [-5.73195, -24.73324, -19.79663], [-6.90949, -21.47144, -20.30850], [-7.46002, -22.71278, -19.05202], [-7.43202, -22.96714, -20.78902], [-4.75751, -22.98764, -19.28764], [-5.10139, -23.26391, -21.00877], [-5.09282, -25.22443, -20.31802], [-6.64405, -18.71899, -16.93082], [-5.81290, -18.85110, -17.38686], [-6.47513, -17.99377, -16.32936], [-5.59628, -17.79757, -18.95306], [-5.89485, -18.55594, -19.45502], [-5.20669, -17.21595, -19.60587], [-7.81452, -21.99477, -17.40419], [-7.42794, -22.85866, -17.26109], [-7.17623, -21.53334, -17.94815], [-6.47324, -20.61436, -18.47401], [-5.55723, -20.87460, -18.37682], [-6.46052, -19.94082, -19.15401], [-6.25165, -19.34071, -20.07975], [-7.12683, -19.11797, -20.39706], [-5.92353, -19.98149, -20.71060], [-8.50190, -19.32701, -17.82415], [-7.96726, -18.62694, -17.44961], [-7.86787, -19.97498, -18.13137], [-2.78520, -20.46633, -15.69149], [-3.32478, -19.25554, -16.43423], [-4.63448, -19.51339, -17.09070], [-3.51935, -18.14903, -15.55541], [-2.75741, -21.32462, -16.36281], [-3.33239, -20.68978, -14.77566], [-1.80557, -20.25337, -15.26363], [-2.59702, -19.05385, -17.22022], [-5.03940, -18.67001, -17.65003], [-5.46502, -19.66893, -16.40214], [-4.45225, -20.21827, -17.90190], [-2.84379, -18.12802, -14.87366], [-5.09150, -22.43407, -16.65138], [-4.77571, -23.84120, -16.31868], [-3.74015, -24.06482, -15.15246], [-5.94715, -24.46535, -15.71233], [-5.49759, -21.80169, -15.86190], [-5.84327, -22.34139, -17.43519], [-4.23294, -22.13831, -17.25428], [-4.51440, -24.26482, -17.28841], [-3.95474, -23.33077, -14.37578], [-2.77251, -23.67658, -15.47034], [-3.59154, -25.10485, -14.86202], [-6.66208, -24.46096, -16.35300]], "homo_lumo_gap_ev": 8.3, "lumo_ev": -0.7, "e_above_lowest_kj_mol": 1424.03, "max_force_ha_per_bohr": 0.249, "total_charge": 0, "homo_ha": -0.331}

=====

{"formula": "C21H20N6O2S", "method": "wB97M-V/def2-TZVPD", "elements": ["N", "C", "C", "C", "S", "C", "N", "C", "C", "N", "C", "O", "C", "C", "C", "C", "C", "C", "N", "C", "O", "C", "C", "C", "C", "N", "C", "C", "C", "N", "H", "H", "H", "H", "H", "H", "H", "H", "H", "H", "H", "H", "H", "H", "H", "H", "H", "H", "H", "H"], "positions_angstrom": [[2.67575, 7.48474, -4.01720], [2.02291, 7.11104, -3.11030], [1.24067, 6.77965, -1.94576], [1.04824, 7.76977, -1.02173], [-0.03395, 7.20545, 0.16835], [-0.02291, 5.59339, -0.55380], [-0.70565, 4.48637, -0.07827], [-1.46001, 4.46823, 1.18055], [-0.77875, 3.50304, 2.17119], [-0.61663, 2.14912, 1.56356], [-0.72664, 0.98294, 2.32916], [-0.90736, 1.04815, 3.54595], [-0.48603, -0.39877, 1.77890], [0.28433, -1.32784, 2.45720], [0.52879, -2.59903, 1.89384], [-0.08733, -3.03006, 0.69782], [-0.98786, -2.10545, 0.11504], [-1.17202, -0.82415, 0.64487], [-1.65332, -2.36097, -0.97742], [-1.45479, -3.54099, -1.64004], [-1.94919, -3.61505, -2.73166], [-0.73960, -4.74732, -0.98779], [-0.02334, -5.66003, -1.97863], [0.86245, -6.68154, -1.23218], [1.77867, -5.95934, -0.26538], [1.00338, -5.15278, 0.68459], [0.09322, -4.27483, 0.17580], [0.04830, 2.16263, 0.26057], [-0.60759, 3.14798, -0.69293], [0.67159, 5.55946, -1.65715], [1.42677, 8.80539, -1.10035], [-2.48038, 4.18678, 0.95942], [-1.54845, 5.46496, 1.61279], [0.22351, 3.85717, 2.48484], [-1.35875, 3.43807, 3.10700], [0.73836, -1.06077, 3.38209], [1.15204, -3.28893, 2.43746], [-1.91585, -0.23266, 0.11893], [-1.54264, -5.32141, -0.51122], [0.53484, -5.01616, -2.67255], [-0.77817, -6.17103, -2.55181], [0.20875, -7.43726, -0.74088], [1.51103, -7.19509, -1.94820], [2.49600, -5.29106, -0.76714], [2.38855, -6.68375, 0.23255], [1.50023, -4.84881, 1.54314], [0.08102, 1.19377, -0.20433], [1.07809, 2.51101, 0.40284], [0.01709, 3.17684, -1.62292], [-1.57738, 2.73913, -0.93884]], "homo_lumo_gap_ev": 6.5, "lumo_ev": -1.3, "e_above_lowest_kj_mol": 313.10, "max_force_ha_per_bohr": 0.075, "smiles": "N#Cc1csc(N2CCN(C(=O)c3ccc4c(c3)=NC(=O)[C@H]3CCCNC=43)CC2)n1", "total_charge": 0, "homo_ha": -0.286}

=====

{"formula": "C41H41N8O2TeW", "method": "wB97M-V/def2-TZVPD", "elements": ["W", "C", "C", "C", "C", "C", "O", "C", "C", "C", "C", "C", "C", "C", "O", "C", "C", "C", "N", "C", "C", "Te", "C", "C", "C", "C", "C", "C", "C", "C", "C", "C", "C", "C", "H", "H", "H", "H", "H", "H", "H", "H", "H", "H", "H", "H", "H", "H", "H", "H", "H", "H", "H", "H", "H", "H", "H", "H", "N", "C", "N", "C", "N", "N", "C", "N", "C", "C", "C", "C", "C", "N", "H", "H", "H", "H", "H", "H", "H", "H", "C", "C", "C", "C", "N", "H", "H", "H", "H", "H", "H", "H", "H", "H"], "positions_angstrom": [[0.70975, -0.21851, 0.33296], [-6.18970, -1.32446, -0.64322], [-4.74057, -1.33644, -0.23696], [-4.05284, -2.52905, -0.02256], [-2.71170, -2.55089, 0.32139], [-2.07868, -3.87612, 0.64460], [-2.65481, -4.63124, 1.39509], [-0.78686, -4.25746, 0.00873], [-0.48408, -3.85185, -1.28632], [0.66077, -4.32253, -1.90976], [1.52725, -5.16266, -1.22377], [1.23871, -5.54907, 0.07900], [0.07208, -5.11524, 0.68723], [-2.01464, -1.35525, 0.49164], [-0.75206, -1.41071, 0.91855], [-2.69410, -0.12890, 0.34668], [-4.04958, -0.15758, -0.02769], [-2.06271, 1.17010, 0.61054], [-0.78224, 1.34249, 0.72646], [-0.27878, 2.72355, 0.89315], [0.92364, 2.83857, 1.80588], [2.61346, 1.74831, 1.07693], [3.01243, 2.87042, -0.65996], [2.66718, 4.20592, -0.80055], [2.99202, 4.87407, -1.97491], [3.67239, 4.21644, -2.98877], [4.03102, 2.88369, -2.83509], [3.69585, 2.20471, -1.67341], [-2.99674, 2.33411, 0.71670], [-3.20267, 3.16977, -0.37537], [-4.08524, 4.23416, -0.27412], [-4.75521, 4.47016, 0.91919], [-4.54849, 3.63558, 2.00839], [-3.67613, 2.56115, 1.90664], [-6.58770, -2.33583, -0.69888], [-6.31924, -0.85815, -1.62073], [-6.79192, -0.76375, 0.07235], [-4.56828, -3.47815, -0.11319], [-1.16422, -3.19546, -1.81516], [0.87692, -4.04278, -2.93349], [2.42516, -5.52403, -1.70814], [1.91494, -6.20404, 0.61203], [-0.18888, -5.43521, 1.68729], [-4.57628, 0.77927, -0.15216], [-1.06503, 3.36631, 1.28536], [-0.01579, 3.09499, -0.10288], [0.72880, 2.42827, 2.79743], [1.21359, 3.88172, 1.91637], [2.14711, 4.73501, -0.01153], [2.71704, 5.91407, -2.09063], [3.92916, 4.74539, -3.89657], [4.56687, 2.36810, -3.62120], [3.96053, 1.15761, -1.56385], [-2.68086, 2.98057, -1.30701], [-4.25102, 4.87938, -1.12639], [-5.44179, 5.30207, 0.99810], [-5.07438, 3.81494, 2.93643], [-3.52413, 1.90041, 2.75171], [-0.69167, 0.05224, 3.57356], [0.62529, -0.28427, 3.63479], [1.19551, -0.28164, 4.81885], [2.49705, -0.66091, 4.83105], [3.12566, -0.56421, 6.01316], [3.17829, -1.12873, 3.79724], [2.53217, -1.10044, 2.62164], [1.25733, -0.55696, 2.46721], [3.12649, -1.63357, 1.45660], [4.39061, -2.26806, 1.47118], [4.92311, -2.74536, 0.31100], [4.19706, -2.60589, -0.89547], [2.97020, -2.00846, -0.85578], [2.41687, -1.51742, 0.27561], [-1.14333, 0.06816, 4.47443], [-1.21424, -0.36017, 2.81645], [2.59426, -0.33054, 6.83173], [4.05519, -0.93300, 6.09988], [4.89840, -2.34957, 2.42045], [5.88946, -3.23114, 0.31287], [4.58388, -2.96965, -1.83585], [2.37145, -1.89672, -1.74743], [1.29236, -0.27374, -3.66928], [0.21889, 0.34752, -2.77274], [0.19322, 1.86939, -2.94864], [-1.15795, -0.23471, -3.10606], [0.51184, 0.05091, -1.39188], [1.15171, 0.05690, -4.69865], [1.23272, -1.36319, -3.64790], [2.28889, 0.03308, -3.34776], [0.02615, 2.11811, -3.99690], [1.13522, 2.31645, -2.62910], [-0.61775, 2.30550, -2.36068], [-1.39971, -0.03722, -4.15142], [-1.93015, 0.21375, -2.47864], [-1.17372, -1.31237, -2.94608]], "homo_lumo_gap_ev": [5.1, 7.8], "lumo_ev": [-2.9, -3.2], "s2": 2.02, "max_force_ha_per_bohr": 0.020, "total_charge": 1, "spin_multiplicity": 3, "homo_ha": [-0.295, -0.403]}